C49H42IN4OP2PtSi as an isolated structure at a distorted geometry. Source: the OMol25 dataset; level of theory: wB97M-V/def2-TZVPD.

Results
- net charge = +1
- E_LUMO (alpha / beta) (eV) = -2.19 / -2.94
- gap between HOMO and LUMO (alpha / beta) (eV) = 6.22 / 8.13
- spin multiplicity = 3
- total energy (eV) = -97302.6322
- energy relative to the best compared isomer or geometry (same formula, charge and spin) (eV) = 0.419
- <S²> = 2.01
- strongest force on any atom (eV/Å) = 1.08
- highest occupied orbital energy (alpha / beta) (Ha) = -0.309 / -0.407

Structure (XYZ):
```
101
Properties=species:S:1:pos:R:3:forces:R:3
Pt 0.184752 0.690771 -0.029690 -0.045 -0.813 -0.266
C -0.907380 1.668722 3.636834 -0.097 -0.112 -0.940
Si -1.251301 1.101874 1.831313 -0.273 -0.394 -0.132
C -2.002632 -0.678819 2.015770 0.358 0.618 -0.071
C -3.120419 -0.868548 2.819769 -0.076 -0.115 0.055
C -3.641118 -2.130985 3.044435 -0.099 0.031 0.054
C -3.035463 -3.244752 2.485524 -0.001 -0.127 -0.075
C -1.927864 -3.085056 1.674258 -0.041 0.057 0.053
C -1.430221 -1.808671 1.421024 0.057 -0.110 -0.083
P 0.008675 -1.660728 0.319667 -0.589 0.773 -0.064
C -0.387104 -2.417046 -1.280088 0.107 0.102 0.087
C 0.613640 -2.279160 -2.245174 -0.074 -0.018 0.114
C 0.420678 -2.758022 -3.524450 0.059 -0.022 -0.094
C -0.787117 -3.352262 -3.859744 -0.047 -0.022 -0.005
C -1.790785 -3.468519 -2.913535 -0.073 -0.057 -0.118
C -1.596363 -3.009801 -1.621247 0.210 -0.024 0.156
C 1.152147 -2.815844 1.115303 0.253 0.191 -0.080
C 1.703712 -3.921247 0.473820 -0.141 0.214 -0.002
C 2.544824 -4.766602 1.175315 0.147 -0.122 0.101
C 2.840554 -4.511348 2.504899 0.010 -0.044 -0.015
C 2.311811 -3.394952 3.139199 0.038 -0.056 0.114
C 1.472566 -2.545528 2.447361 -0.016 0.025 -0.186
C -2.559904 2.235314 1.003538 0.493 -0.324 0.308
C -3.325488 3.130694 1.741233 -0.110 -0.020 -0.046
C -4.278580 3.928265 1.132218 -0.075 0.078 -0.011
C -4.513841 3.819123 -0.229904 -0.041 0.027 0.023
C -3.749329 2.950114 -0.986140 0.024 -0.029 0.008
C -2.748535 2.197441 -0.381968 -0.053 0.156 -0.062
P -1.737248 1.085425 -1.399729 0.010 0.072 0.488
C -3.090335 0.022812 -1.992835 0.192 -0.225 -0.017
C -3.581393 0.107842 -3.290898 0.149 0.046 0.068
C -4.723995 -0.587329 -3.644211 -0.120 -0.058 -0.070
C -5.373433 -1.380439 -2.713325 -0.035 -0.013 -0.062
C -4.880188 -1.478783 -1.420997 -0.031 -0.011 0.051
C -3.748674 -0.773271 -1.058884 0.013 0.077 -0.043
C -1.209191 1.913602 -2.929358 0.257 -0.068 0.081
C -0.484619 1.087226 -3.790865 -0.134 -0.057 0.197
C 0.053793 1.588308 -4.958367 0.070 0.081 -0.096
C -0.120784 2.926790 -5.277994 0.013 -0.011 0.002
C -0.834378 3.752981 -4.424509 -0.011 0.091 -0.063
C -1.372017 3.255839 -3.247019 -0.110 -0.182 -0.026
H -1.796563 1.556431 4.248098 -0.250 -0.042 0.120
H -0.600177 2.707669 3.670596 0.075 0.232 -0.007
H -0.121872 1.071250 4.085893 0.169 -0.177 0.032
H -3.597696 -0.012873 3.272995 -0.101 0.131 0.123
H -4.514422 -2.250591 3.666711 -0.105 -0.017 0.086
H -3.425427 -4.232183 2.678617 -0.050 -0.101 0.029
H -1.437634 -3.948692 1.241878 -0.021 -0.074 0.001
H 1.540899 -1.784962 -1.975297 0.043 0.019 -0.072
H 1.202012 -2.663577 -4.263295 0.085 0.008 -0.073
H -0.940945 -3.726382 -4.859557 -0.045 -0.026 -0.121
H -2.733350 -3.920277 -3.182061 -0.106 -0.047 -0.023
H -2.380921 -3.110739 -0.886941 -0.034 -0.017 0.003
H 1.455294 -4.131907 -0.556984 0.008 -0.031 -0.029
H 2.961792 -5.634190 0.685475 0.021 -0.080 -0.023
H 3.474479 -5.189836 3.053363 0.112 -0.074 0.068
H 2.553496 -3.197470 4.173148 0.002 0.018 0.088
H 1.038242 -1.676127 2.927169 0.011 0.013 0.101
H -3.172974 3.209932 2.806500 -0.004 0.025 0.192
H -4.846729 4.632222 1.719009 -0.121 0.068 0.101
H -5.295295 4.398488 -0.697788 -0.040 0.105 -0.039
H -3.931149 2.849436 -2.048789 -0.062 0.016 -0.042
H -3.088827 0.734197 -4.020482 -0.013 -0.003 -0.054
H -5.116694 -0.488573 -4.646020 -0.023 -0.045 -0.063
H -6.273635 -1.906610 -2.990798 -0.084 -0.086 -0.027
H -5.388377 -2.091650 -0.690497 -0.041 -0.039 0.062
H -3.379307 -0.820315 -0.043976 -0.054 -0.033 0.063
H -0.361098 0.040589 -3.530872 0.071 -0.016 -0.055
H 0.615952 0.946357 -5.618507 0.036 -0.107 -0.077
H 0.299981 3.317368 -6.191998 0.013 0.077 -0.078
H -0.980026 4.791992 -4.681842 -0.003 0.097 -0.008
H -1.925046 3.905398 -2.584653 -0.020 0.070 0.049
N 9.029241 -3.185648 4.410787 0.299 -0.231 0.178
C 8.203522 -2.559479 3.923042 0.366 -0.279 0.209
C 7.181538 -1.789611 3.322241 -0.617 0.470 -0.386
C 6.144560 -2.421998 2.636416 0.207 0.153 0.077
C 5.139733 -1.674284 2.062671 -0.090 0.331 -0.044
C 5.162043 -0.284823 2.168603 0.815 -0.606 0.354
C 6.209443 0.349320 2.834743 -0.304 0.019 -0.197
C 7.211572 -0.398246 3.412646 -0.008 -0.239 0.009
N 4.119343 0.474419 1.625064 -0.594 0.223 -0.499
C 3.711308 1.712908 2.048892 -0.357 0.477 0.014
C 2.618716 2.037697 1.308436 0.444 0.226 0.320
N 2.352520 1.027345 0.426138 -0.094 -0.278 0.023
C 3.268323 0.107047 0.638520 -0.005 -0.066 -0.117
H 6.128944 -3.496635 2.562842 -0.007 -0.145 -0.001
H 4.329081 -2.170925 1.554851 -0.135 -0.087 -0.016
H 6.245280 1.426081 2.890393 0.020 0.075 0.004
H 8.020558 0.089284 3.932902 0.080 0.026 0.044
H 4.190714 2.240565 2.845204 0.105 0.062 0.172
H 2.009115 2.918349 1.357616 -0.127 0.129 0.065
H 3.361224 -0.807258 0.086713 -0.016 -0.202 -0.012
N 1.694981 4.165604 -1.723540 0.016 -0.096 -0.062
C 0.603664 4.148812 -0.937944 0.360 0.201 0.032
O 0.037215 3.112683 -0.628431 0.098 0.207 0.093
C 0.123197 5.477455 -0.415649 -0.078 -0.051 0.348
I -0.093584 5.316144 1.720963 0.110 0.195 -0.342
H 2.009221 3.284123 -2.099569 -0.022 0.010 -0.052
H 2.126622 5.009441 -2.059523 -0.084 0.004 0.109
H -0.871868 5.696483 -0.793662 -0.004 -0.039 -0.031
H 0.802341 6.295344 -0.631005 -0.014 0.043 0.049
```
Forces are in eV/Å.